Entry 1:
# C2H2Cl3O2S

A molecular structure, C2H2Cl3O2S (ωB97M-V with the def2-TZVPD basis set, the Open Molecules 2025 dataset).

Atoms and positions in Å:
C (1.33600, -0.10071, 0.65188)
C (0.03341, -0.47884, 0.30263)
O (-0.49688, 1.01286, -1.98631)
O (-1.04122, 0.53772, 0.41788)
S (-1.17105, 0.05042, -1.15553)
Cl (1.61320, 0.31136, 2.44045)
Cl (-3.56524, 0.70272, -2.15171)
Cl (-0.51251, -1.97761, 1.02081)
H (2.10408, -0.75329, 0.36592)
H (1.70020, 0.69538, 0.09398)

Values from the calculation:
Charge: -1
Energy above the lowest of the compared OMol25 structures with the same formula, charge and spin, kJ/mol: 115.9
E_HOMO, eV: -4.70
E_tot, eV: -54604.3504
Maximum force, eV/Å: 4.1

Entry 2:
# C2H2Cl6CrO8S2

A molecular structure, C2H2Cl6CrO8S2 (ωB97M-V with the def2-TZVPD basis set, the Open Molecules 2025 dataset).

Atoms and positions in Å:
Cr (0.83256, 0.50189, -0.42716)
S (1.67244, -2.05574, -0.34471)
O (3.05608, -2.35783, -0.00023)
O (0.91520, -3.18547, -0.86214)
O (0.91786, -1.21810, 0.62520)
O (1.86163, -1.01332, -1.42603)
S (2.97485, 1.94058, -0.98462)
O (3.61407, 3.24317, -1.21726)
O (1.73565, 1.72463, -1.72869)
O (4.03719, 1.00845, -1.40421)
O (2.46654, 1.55086, 0.36643)
C (-1.99628, 0.62151, 3.29940)
Cl (-1.61270, 1.61231, 4.69722)
Cl (-0.83578, 0.98082, 1.98267)
Cl (-3.62943, 0.92283, 2.79329)
H (-1.84313, -0.41449, 3.57865)
C (-2.86302, -0.88374, -1.83780)
Cl (-1.12937, -0.48531, -1.91492)
Cl (-3.82067, 0.07827, -2.98170)
Cl (-3.49702, -0.61577, -0.21544)
H (-2.85665, -1.95554, -1.99796)

Values from the calculation:
<S²>: 6.02
Charge: -2
Energy above the lowest of the compared OMol25 structures with the same formula, charge and spin, kJ/mol: 0.0
E_HOMO (alpha / beta), eV: -1.18 / -1.35
E_tot, eV: -143714.6216
Maximum force, eV/Å: 6.6
2S+1: 5

Entry 3:
# C2H2ClF2O2S

2 unconnected molecules or ions with the total composition C2H2ClF2O2S (ωB97M-V with the def2-TZVPD basis set, the Open Molecules 2025 dataset).

Atoms and positions in Å:
C (0.99935, 0.43251, 0.29314)
C (-1.35976, 0.38936, -0.36674)
O (1.39968, -2.10365, -0.63663)
O (2.30922, -0.10777, 0.71632)
F (-1.45601, -0.92473, -0.00956)
F (-2.01772, 0.48432, -1.64849)
S (1.14218, -1.29933, 0.58669)
Cl (-2.44118, 1.30222, 0.73285)
H (0.98218, 0.93006, -0.66972)
H (0.44207, 0.89701, 1.00215)

Values from the calculation:
Charge: -1
Energy above the lowest of the compared OMol25 structures with the same formula, charge and spin, kJ/mol: 45.2
E_HOMO, eV: -3.07
E_tot, eV: -34991.9506
Maximum force, eV/Å: 3.0

Entry 4:
# C2H2ClF3S

2 unconnected molecules or ions with the total composition C2H2ClF3S (ωB97M-V with the def2-TZVPD basis set, the Open Molecules 2025 dataset).

Atoms and positions in Å:
C (0.48135, -0.06269, -1.29850)
C (-0.08356, 0.75358, 1.34825)
F (1.85054, -0.25973, -1.42929)
F (0.62163, 0.90979, 2.45126)
F (-0.75358, 1.89821, 1.01600)
S (-0.73852, -1.29733, -1.16085)
Cl (-1.38602, -0.47658, 1.50079)
H (0.06080, 0.90817, -1.57465)
H (-0.05264, -2.37341, -0.85300)

Values from the calculation:
Energy above the lowest of the compared OMol25 structures with the same formula, charge and spin, kJ/mol: 383.4
E_HOMO (alpha / beta), eV: -9.39 / -7.94
E_tot, eV: -33612.1172
Maximum force, eV/Å: 2.5

Entry 5:
# C2H2ClFNO2

2 unconnected molecules or ions with the total composition C2H2ClFNO2 (ωB97M-V with the def2-TZVPD basis set, the Open Molecules 2025 dataset).

Atoms and positions in Å:
C (-0.37995, 3.19757, 0.19653)
C (0.14954, -1.05899, -0.22848)
N (0.11239, 2.34805, -0.62581)
O (-0.50401, 1.96410, 0.74948)
O (-0.69524, 4.32018, 0.55783)
F (1.53327, -1.08945, -0.25812)
Cl (-0.47730, -2.22929, -1.42212)
H (-0.32825, -1.52426, 0.65918)
H (-0.31916, -0.16497, -0.50346)

Values from the calculation:
Charge: -1
Energy above the lowest of the compared OMol25 structures with the same formula, charge and spin, kJ/mol: 337.0
E_HOMO, eV: -3.29
E_tot, eV: -22930.0409
Maximum force, eV/Å: 2.5

Entry 6:
# C2H2ClFNO2

2 unconnected molecules or ions with the total composition C2H2ClFNO2 (ωB97M-V with the def2-TZVPD basis set, the Open Molecules 2025 dataset).

Atoms and positions in Å:
C (0.91437, 1.48469, -0.76925)
C (-0.13627, -1.04673, 0.30640)
N (0.05770, 1.06709, 0.30531)
O (0.64556, 2.67532, -1.02419)
O (1.76193, 0.71925, -1.20669)
F (-1.10600, -1.38799, -0.55626)
Cl (-0.52012, -1.47466, 1.91960)
H (0.85615, -1.32479, -0.02381)
H (-0.90088, 1.36093, 0.14206)

Values from the calculation:
Charge: -1
Energy above the lowest of the compared OMol25 structures with the same formula, charge and spin, kJ/mol: 242.3
E_HOMO (alpha / beta), eV: -4.09 / -4.09
E_tot, eV: -22931.0230
Maximum force, eV/Å: 4.8

Entry 7:
# C2H2ClIO

A single C2H2ClIO molecule (ωB97M-V with the def2-TZVPD basis set, the Open Molecules 2025 dataset).

Atoms and positions in Å:
C (1.18622, 1.42714, 0.43423)
C (-1.28357, -1.12058, 0.98688)
O (0.47395, 2.04705, 1.13565)
Cl (-2.51118, -1.23382, -0.25108)
I (0.73632, -0.78706, 0.06520)
H (2.07306, 1.84038, -0.01776)
H (-1.23996, -2.13404, 1.63720)

Values from the calculation:
Energy above the lowest of the compared OMol25 structures with the same formula, charge and spin, kJ/mol: 403.7
E_HOMO (alpha / beta), eV: -7.45 / -7.45
E_tot, eV: -24772.1125
Maximum force, eV/Å: 2.8

Entry 8:
# C2H2ClN3O2

A single C2H2ClN3O2 molecule (ωB97M-V with the def2-TZVPD basis set, the Open Molecules 2025 dataset).

Atoms and positions in Å:
O (-0.26958, 2.46208, -0.24518)
N (-0.84223, 1.51051, -0.66970)
C (-1.41342, 0.46341, -0.05840)
C (-0.64685, -0.65580, 0.21092)
N (0.79361, -0.45328, 0.31864)
O (1.20826, 0.50421, 1.07239)
N (1.53743, -1.20261, -0.40699)
Cl (3.14761, -1.09488, -0.29870)
H (-2.48357, 0.19345, -0.34092)
H (-1.03124, -1.72708, 0.41795)

Values from the calculation:
Energy above the lowest of the compared OMol25 structures with the same formula, charge and spin, kJ/mol: 430.6
E_HOMO (alpha / beta), eV: -9.21 / -9.21
E_tot, eV: -23186.0280
Maximum force, eV/Å: 5.1
Structure (SMILES): O=N/C=C\[N+]([O-])=N\Cl

Entry 9:
# C2H2ClN3OS

A single C2H2ClN3OS molecule (ωB97M-V with the def2-TZVPD basis set, the Open Molecules 2025 dataset).

Atoms and positions in Å:
H (2.51285, -0.42985, 0.75565)
N (1.71471, 0.11768, 1.03657)
C (0.75849, -0.02332, 0.23474)
O (0.70819, -0.82676, -0.89881)
C (-0.51994, -0.66336, -1.41895)
Cl (-0.91009, -1.54372, -2.81419)
N (-1.28678, 0.14438, -0.79553)
N (-0.49143, 0.59258, 0.24668)
S (-1.00769, 1.74595, 1.35517)
H (-1.47830, 0.88643, 2.29867)

Values from the calculation:
Energy above the lowest of the compared OMol25 structures with the same formula, charge and spin, kJ/mol: 0.0
E_HOMO, eV: -9.08
E_tot, eV: -31980.2999
Maximum force, eV/Å: 0.8
Structure (SMILES): [H]/N=c1\oc(Cl)nn1S

Entry 10:
# C2H2ClNO

2 unconnected molecules or ions with the total composition C2H2ClNO (ωB97M-V with the def2-TZVPD basis set, the Open Molecules 2025 dataset).

Atoms and positions in Å:
C (-1.67209, -0.38608, -0.08659)
C (-0.67012, 0.34251, 0.46315)
N (0.45845, -0.27728, 0.60018)
O (-0.66195, -1.23380, 0.56178)
Cl (2.51007, 1.16617, -0.29650)
H (-2.71721, -0.35118, 0.15695)
H (2.75285, 0.73967, -1.39897)

Values from the calculation:
Energy above the lowest of the compared OMol25 structures with the same formula, charge and spin, kJ/mol: 722.3
E_HOMO (alpha / beta), eV: -9.23 / -9.23
E_tot, eV: -18157.8883
Maximum force, eV/Å: 2.8

Entry 11:
# C2H2ClNO

A single C2H2ClNO molecule (ωB97M-V with the def2-TZVPD basis set, the Open Molecules 2025 dataset).

Atoms and positions in Å:
O (-0.18886, -2.64434, 0.05152)
C (-0.04045, -1.48578, -0.05458)
N (-0.50794, -0.31560, -0.58732)
C (0.67151, -0.33294, 0.42760)
Cl (2.37521, -0.28226, -0.04917)
H (-0.39974, -0.12765, -1.61283)
H (0.22284, 0.25190, 1.40884)

Values from the calculation:
Energy above the lowest of the compared OMol25 structures with the same formula, charge and spin, kJ/mol: 112.0
E_HOMO, eV: -9.99
E_tot, eV: -18164.2137
Maximum force, eV/Å: 3.6
Structure (SMILES): O=C1N[C@@H]1Cl

Entry 12:
# C2H2ClNO2

2 unconnected molecules or ions with the total composition C2H2ClNO2 (ωB97M-V with the def2-TZVPD basis set, the Open Molecules 2025 dataset).

Atoms and positions in Å:
C (2.13439, 0.27341, -0.04798)
C (0.80696, 0.35194, 0.10709)
N (-0.34831, 0.69620, 0.05824)
O (-1.52986, 0.85190, 0.10687)
O (-2.89947, -1.95552, -0.18326)
Cl (-3.48168, -0.54511, 0.10969)
H (2.57956, 0.24968, -1.08141)
H (2.73841, 0.07749, 0.93078)

Values from the calculation:
Energy above the lowest of the compared OMol25 structures with the same formula, charge and spin, kJ/mol: 875.2
E_HOMO (alpha / beta), eV: -7.87 / -7.85
E_tot, eV: -20204.5414
Maximum force, eV/Å: 2.5